Here is a structure of composition C29H38BrCsN4O2S4Se from the OMol25 dataset. Energies are from the ωB97M-V functional and the def2-TZVPD basis.

* ΔE to the lowest compared entry with this formula, charge and spin: 19.0 kcal per mole
* calculated total energy: -220022.1406 eV
* Kohn-Sham gap: 7.318 eV

The geometry in XYZ format:
```
80
Properties=species:S:1:pos:R:3:forces:R:3
H 3.551686 -2.633609 1.086367 -0.1 0.1 0.0
H -6.208628 1.325574 1.267765 0.0 0.0 0.1
C 0.383568 2.975513 -1.534217 0.3 -0.2 0.1
H 3.105097 -1.568308 4.637866 0.0 0.0 -0.1
C -0.512352 -4.571548 2.227057 -0.1 0.0 0.1
C 4.439991 -1.087086 -1.393841 0.1 0.1 0.0
H 0.903322 -2.755535 4.461403 0.0 0.0 0.0
O 2.240433 -1.203209 -0.429487 1.8 0.0 -0.6
S 2.373863 -1.096072 2.388018 0.3 0.1 0.1
H 1.874366 -4.117134 3.169975 0.0 0.0 0.0
S -0.490593 -0.853284 4.086778 -0.1 0.1 0.1
C -3.402323 3.011442 -1.992497 0.1 0.0 -0.1
C 4.440022 -2.468964 -1.625565 -0.1 -0.1 0.1
C 6.801614 -2.396110 -2.082934 0.1 -0.1 0.0
H -3.395966 4.011126 -1.565872 0.0 0.0 0.0
C 5.639164 -0.394261 -1.497264 0.0 0.1 0.0
Se -3.293637 -0.233942 -2.463779 0.0 0.0 0.2
C 0.270701 3.681023 -2.654691 0.0 0.0 0.1
H 0.919954 3.329630 -3.451369 -0.1 -0.1 -0.1
H -0.405106 -5.658865 2.246647 0.0 0.0 0.0
H 2.660876 -2.558134 -1.060911 -0.1 0.1 -0.1
H -1.240715 3.906041 -4.812544 0.0 0.0 0.0
H -3.393072 -1.174492 3.380649 0.0 0.0 0.0
H -4.640648 -1.591859 0.321994 0.0 0.0 0.0
H 5.634435 0.672292 -1.298671 0.0 0.0 0.0
H -6.311050 -1.017437 0.586605 0.0 0.0 0.0
O 3.313794 -3.196181 -1.498782 0.0 -0.1 0.0
H -0.337104 -4.203064 3.238631 0.0 0.0 0.0
H -2.984485 7.714622 -3.949595 0.0 0.0 0.0
H 3.409429 0.489367 -0.371264 0.0 -0.1 0.0
C 2.197982 -3.943629 2.142155 0.1 0.1 0.2
C -5.513595 1.449547 0.459860 0.0 0.2 0.0
N -4.139610 2.139441 -1.101589 0.1 0.0 0.0
C -5.460107 -1.005463 -0.090746 0.0 0.1 0.0
H -1.679775 7.828058 -1.853705 0.0 0.0 0.0
N 2.633777 0.237733 -2.273852 0.0 0.1 -0.1
H 7.715763 -2.910884 -2.351431 0.0 0.0 0.0
Cs -0.032081 -0.630433 0.136608 -2.8 0.2 0.4
H 5.598380 -4.183099 -2.141182 0.0 -0.1 0.0
C -0.741256 5.927690 -2.151096 -0.1 -0.1 0.1
H -2.250057 -1.796364 5.464049 0.0 0.1 0.0
H -5.747270 -1.420608 -1.054944 0.0 0.0 0.0
H -2.749036 5.753579 -5.438800 0.0 0.0 0.0
H 2.293428 -0.033382 4.489983 0.0 0.0 -0.1
C -0.622908 4.808848 -2.970159 0.1 -0.1 0.0
C -4.195487 0.794702 -1.224988 0.2 -0.1 -0.4
C -1.778749 -2.047328 4.510795 -0.1 -0.2 0.0
C -1.937885 -4.237103 1.792811 0.0 -0.2 0.0
C -2.871410 -2.132753 3.448239 -0.1 0.1 0.1
H -1.311653 -3.024246 4.641658 0.0 0.0 0.0
H -2.382390 2.646218 -2.091019 -0.1 0.0 -0.1
C 1.236895 1.782557 -1.347766 0.1 0.6 -0.1
C 2.237927 -1.080732 4.186095 0.0 -0.1 0.3
C -1.593436 6.964116 -2.498338 0.0 0.0 0.0
N -5.058613 0.376601 -0.274183 0.0 -0.2 0.1
H -0.163451 5.975184 -1.238633 0.0 0.1 0.0
C 3.109861 -2.715957 2.076836 0.0 -0.1 0.0
H -5.021527 3.591370 0.199866 0.0 0.1 0.1
C 0.961759 -1.705032 4.748162 0.1 0.0 0.0
C 3.151922 -0.369004 -1.024772 0.0 -0.3 0.0
C -2.324952 6.902697 -3.674591 0.0 0.0 -0.1
H 3.928256 -2.862151 2.787045 0.0 0.0 0.0
H -2.115369 -4.602236 0.779538 0.0 0.0 0.0
S -2.373270 -2.482861 1.751090 -0.2 -0.2 0.1
H 0.975159 -1.651464 5.839162 0.0 0.0 0.0
C 5.625938 -3.115756 -1.972941 0.0 0.1 0.0
N 1.817005 1.270293 -2.369684 0.1 -0.2 0.0
S 0.703320 -3.822516 1.119410 0.1 -0.2 0.0
C -2.194312 5.802378 -4.511017 0.0 0.0 0.0
C 6.821655 -1.028150 -1.841680 0.0 0.0 0.0
H 1.326841 1.416278 -0.333562 0.5 0.3 -0.1
Br -0.579907 3.396425 0.066185 0.0 -0.1 0.0
H 3.056622 -0.032024 -3.146517 0.0 0.1 0.0
H -3.624297 -2.858718 3.766735 0.0 0.0 0.0
H -2.648167 -4.767172 2.432088 0.0 0.1 0.0
C -4.936582 2.554240 -0.061609 -0.2 -0.1 0.1
C -1.345179 4.765236 -4.162096 0.0 0.1 0.0
H 2.782174 -4.813348 1.836921 0.0 0.0 0.0
H -3.873034 3.021279 -2.975006 0.0 0.0 0.0
H 7.744066 -0.469592 -1.915856 0.0 0.0 0.0
```
Forces are in eV/Å.

Partial atomic charges computed with the Löwdin method, in multiples of e: atom 1 (H): 0.05, atom 2 (H): 0.12, atom 3 (C): -0.61, atom 4 (H): 0.08, atom 5 (C): -0.53, atom 6 (C): -0.12, atom 7 (H): 0.05, atom 8 (O): -0.67, atom 9 (S): 0.81, atom 10 (H): 0.06, atom 11 (S): 0.85, atom 12 (C): -0.07, atom 13 (C): -0.29, atom 14 (C): -0.10, atom 15 (H): 0.09, atom 16 (C): -0.04, atom 17 (Se): 0.56, atom 18 (C): -0.10, atom 19 (H): 0.12, atom 20 (H): 0.09, atom 21 (H): 0.04, atom 22 (H): 0.12, atom 23 (H): 0.07, atom 24 (H): 0.04, atom 25 (H): 0.11, atom 26 (H): 0.09, atom 27 (O): 0.02, atom 28 (H): 0.04, atom 29 (H): 0.10, atom 30 (H): 0.14, atom 31 (C): -0.49, atom 32 (C): -0.05, atom 33 (N): -0.13, atom 34 (C): -0.04, atom 35 (H): 0.10, atom 36 (N): 0.02, atom 37 (H): 0.10, atom 38 (Cs): 1.02, atom 39 (H): 0.11, atom 40 (C): -0.07, atom 41 (H): 0.08, atom 42 (H): 0.08, atom 43 (H): 0.10, atom 44 (H): 0.07, atom 45 (C): -0.26, atom 46 (C): -0.76, atom 47 (C): -0.53, atom 48 (C): -0.52, atom 49 (C): -0.54, atom 50 (H): 0.06, atom 51 (H): 0.04, atom 52 (C): -0.35, atom 53 (C): -0.54, atom 54 (C): -0.08, atom 55 (N): -0.13, atom 56 (H): 0.09, atom 57 (C): -0.50, atom 58 (H): 0.12, atom 59 (C): -0.53, atom 60 (C): -0.45, atom 61 (C): -0.10, atom 62 (H): 0.09, atom 63 (H): 0.08, atom 64 (S): 0.76, atom 65 (H): 0.08, atom 66 (C): -0.02, atom 67 (N): 0.05, atom 68 (S): 0.83, atom 69 (C): -0.09, atom 70 (C): -0.11, atom 71 (H): -0.01, atom 72 (Br): 0.79, atom 73 (H): 0.14, atom 74 (H): 0.08, atom 75 (H): 0.08, atom 76 (C): -0.05, atom 77 (C): -0.05, atom 78 (H): 0.08, atom 79 (H): 0.10, atom 80 (H): 0.09